1.
# C21H29N10OsS2

A structure of composition C21H29N10OsS2 in a non-equilibrium geometry (ωB97M-V with the def2-TZVPD basis set, OMol25).

CARTESIAN COORDINATES (ANGSTROEM)
Os: 8.295 9.646 11.252
S: 7.240 10.939 9.829
S: 9.933 9.547 9.700
N: 8.127 8.431 12.981
N: 6.325 8.847 8.346
N: 6.020 8.568 13.969
N: 7.675 7.920 10.163
N: 7.901 7.912 15.265
N: 6.481 10.813 7.305
N: 12.419 8.756 10.177
N: 7.829 11.166 12.538
N: 10.097 10.203 12.265
N: 11.305 9.629 11.994
C: 5.158 8.841 15.152
C: 6.093 12.157 13.884
C: 8.382 6.787 10.469
C: 7.138 7.140 16.318
C: 6.599 7.838 9.316
C: 6.966 12.631 14.818
C: 8.743 11.553 13.491
C: 7.351 8.268 14.054
C: 5.865 8.691 7.004
C: 9.331 7.858 15.522
C: 5.230 8.349 12.784
C: 6.050 6.557 9.051
C: 5.973 9.846 6.360
C: 7.025 12.094 6.883
C: 10.044 11.058 13.249
C: 8.284 12.191 14.685
C: 6.744 10.131 8.451
C: 11.366 9.370 10.689
C: 6.572 11.561 12.670
C: 7.879 5.518 10.273
C: 6.605 5.457 9.662
H: 4.992 12.303 14.006
H: 5.647 8.869 11.985
H: 6.125 4.447 9.584
H: 6.392 6.441 15.807
H: 13.147 8.517 10.856
H: 7.150 11.984 5.756
H: 8.295 4.761 10.838
H: 5.138 7.221 12.627
H: 9.459 8.137 16.592
H: 5.632 9.466 15.932
H: 4.215 8.756 13.000
H: 6.350 12.868 7.179
H: 8.961 7.933 13.235
H: 4.387 9.419 14.718
H: 8.053 12.240 7.264
H: 5.918 11.445 11.783
H: 5.050 6.525 8.566
H: 5.608 10.316 5.460
H: 9.757 6.836 15.449
H: 12.295 8.135 9.360
H: 4.601 7.935 15.503
H: 9.382 6.939 10.871
H: 6.603 7.770 17.031
H: 5.381 7.768 6.650
H: 9.031 12.401 15.441
H: 10.919 11.258 13.824
H: 7.948 6.578 16.876
H: 9.843 8.580 14.943
H: 6.625 13.160 15.678

Output
Calculated total energy (a.u.): -2251.14441
Kohn-Sham gap (spin up / spin down) (eV): 5.34 / 5.38
E_HOMO (spin up / spin down) (Ha): -0.5385 / -0.6286
Multiplicity: 5
Total charge: +3

2.
# C21H29N2S4V

A structure of composition C21H29N2S4V in a non-equilibrium geometry (ωB97M-V with the def2-TZVPD basis set, OMol25).

CARTESIAN COORDINATES (ANGSTROEM)
V: 0.020 0.351 -1.113
S: 0.499 1.721 -3.665
S: -0.267 3.235 -2.467
S: -1.292 2.249 -0.996
S: 1.789 0.665 -2.490
N: -0.633 -1.418 -1.247
N: 0.519 -0.123 0.716
C: -1.254 -3.554 -1.538
C: -1.620 -1.864 -3.496
C: 0.315 -1.396 0.913
C: -1.412 0.293 2.865
C: -0.339 -1.888 -4.344
C: 1.697 2.050 4.105
C: -2.266 1.524 2.537
C: 2.973 1.375 0.605
C: 2.489 2.633 -0.132
C: -0.668 -3.463 -0.277
C: 0.446 1.464 4.055
C: 2.527 1.981 3.003
C: 0.892 0.656 1.833
C: -1.907 -0.380 4.145
C: -0.284 -2.128 -0.122
C: 4.478 1.441 0.851
C: 2.141 1.298 1.860
C: -2.664 -2.814 -4.089
C: -1.217 -2.277 -2.107
C: -2.195 -0.447 -3.461
C: 0.023 0.759 2.936
H: -1.214 -1.151 4.475
H: 2.961 2.719 -1.111
H: -1.967 1.934 1.572
H: -0.220 1.566 4.898
H: 4.754 2.396 1.290
H: 2.730 3.515 0.459
H: 4.797 0.643 1.517
H: -2.876 -0.843 3.965
H: 0.579 -1.877 1.853
H: 2.770 0.489 -0.017
H: 0.039 -2.906 -4.429
H: 0.437 -1.280 -3.874
H: -3.535 -2.884 -3.439
H: -2.124 2.296 3.291
H: 2.013 2.593 4.985
H: 3.487 2.466 3.032
H: -3.321 1.258 2.499
H: -3.161 -0.438 -2.959
H: -2.255 -3.810 -4.231
H: -2.987 -2.439 -5.058
H: -2.031 0.334 4.954
H: -0.520 -4.243 0.446
H: 1.400 2.601 -0.247
H: 5.000 1.336 -0.094
H: -1.659 -4.437 -1.996
H: -0.531 -1.503 -5.341
H: -1.532 -0.430 2.052
H: -2.308 -0.049 -4.466
H: -1.515 0.202 -2.905

Output
Calculated total energy (a.u.): -3463.95630
Kohn-Sham gap (spin up / spin down) (eV): 6.53 / 7.11
E_HOMO (spin up / spin down) (Ha): -0.2784 / -0.2894
Multiplicity: 3